# 1
Entry from the Open Molecules 2025 dataset: a single C23H25NO5 molecule (ωB97M-V/def2-TZVPD).

Total charge: 0
Gap between HOMO and LUMO: 7.2 eV
SMILES: CCCCCCc1cc2cc(C(=O)Nc3ccc(OC)cc3)c(=O)oc2cc1O
LUMO: -0.016 Eh

CARTESIAN COORDINATES (ANGSTROEM)
1 O -3.241505 -0.168220 -0.709260
2 C -1.226894 -1.103745 0.084716
3 H -6.865783 -5.778059 -4.766901
4 H -5.983755 -5.058075 -6.144288
5 H -4.866174 -0.790250 -2.055108
6 H 6.389923 3.800515 1.550719
7 C 1.073096 -0.938546 1.620233
8 H -7.760170 -4.959991 -6.071263
9 H -2.865550 -4.504632 -2.707352
10 H -1.958205 -2.976508 -1.337740
11 H 1.741375 3.944388 2.278179
12 H 5.271501 2.076926 0.160154
13 H -0.191587 2.107305 2.381152
14 C -4.823419 -1.756246 -2.528986
15 C -5.787443 -3.409515 -4.001238
16 O -6.836410 -3.703144 -4.822895
17 C -5.828550 -2.160978 -3.379196
18 C 1.641714 1.341721 3.141498
19 C 2.520439 0.235913 3.136453
20 C 5.564829 3.027312 -0.278250
21 H 4.149777 -0.509668 3.805531
22 H -4.640723 -5.224274 -4.211528
23 C 2.503551 3.693297 3.019081
24 C 4.338185 4.442092 1.451372
25 H 6.065133 5.021653 0.321580
26 C -0.277278 -2.206109 0.120403
27 H 2.737477 2.330327 4.672104
28 H -1.702960 0.825697 0.771264
29 H 1.084278 2.928001 4.444789
30 O 0.830304 -2.052656 0.897452
31 H 6.521936 2.888769 -0.776060
32 O -0.373954 -3.259644 -0.479129
33 O 3.640123 0.306081 3.888892
34 C 5.674962 4.112954 0.786102
35 N -2.683269 -2.265296 -1.432196
36 H 4.826090 3.303264 -1.027678
37 H 3.593487 2.432573 1.670334
38 H -6.669870 -1.517363 -3.581104
39 H 3.607268 4.699855 0.681226
40 C -2.491498 -1.128510 -0.727294
41 C 3.792189 3.298760 2.303253
42 C -3.700361 -3.845042 -2.897166
43 C 1.979015 2.574284 3.928864
44 C -3.741448 -2.599474 -2.277744
45 H 2.683848 4.581716 3.627926
46 C -6.846418 -4.946262 -5.478978
47 H 2.900657 -1.740645 2.373524
48 C 0.495275 1.274527 2.385740
49 C 2.233679 -0.890851 2.382016
50 C 0.182961 0.147340 1.613226
51 H 4.471195 5.321412 2.086821
52 C -0.982581 0.020228 0.813811
53 H 4.540696 3.008297 3.043627
54 C -4.709154 -4.251505 -3.750686

Cartesian forces, eV/Å:
O -0.1 0.1 0.0
C 0.1 0.6 0.4
H 0.0 0.0 0.0
H 0.0 0.0 0.0
H 0.0 0.0 0.0
H 0.1 0.1 0.0
C -0.1 0.9 0.4
H 0.1 -0.1 0.0
H 0.1 -0.1 0.0
H -0.1 0.3 0.1
H -0.1 0.1 0.0
H 0.0 -0.1 0.0
H -0.1 0.1 0.0
C 0.0 0.1 0.1
C 0.1 0.1 0.1
O 0.0 0.2 0.1
C -0.1 -0.3 -0.2
C 0.2 -0.1 0.2
C -0.6 -0.1 -0.4
C 0.1 0.1 0.2
H -0.1 0.1 0.0
H 0.0 -0.1 -0.1
C 0.2 -0.3 0.1
C 0.3 -0.2 0.1
H 0.1 0.0 0.1
C -0.3 -0.5 -0.4
H -0.1 0.1 0.1
H -0.1 0.0 -0.1
H 0.0 -0.1 0.1
O 0.2 -0.2 0.1
H 0.0 -0.1 -0.1
O 0.2 0.3 0.3
O 0.2 0.0 0.1
C -0.2 0.1 -0.1
N 0.4 -0.2 0.1
H -0.1 0.0 -0.1
H 0.1 -0.1 0.0
H -0.1 0.1 0.0
H -0.1 0.1 0.0
C 0.1 -0.2 -0.1
C -0.2 0.4 -0.1
C 0.0 0.3 0.2
C 0.0 0.2 -0.1
C -0.4 -0.1 -0.3
H 0.0 0.1 0.0
C 0.0 -0.2 -0.1
H 0.1 -0.1 0.0
C 0.2 -0.4 -0.1
C -0.1 -0.2 -0.1
C 0.4 -0.4 0.0
H -0.1 0.1 0.0
C -0.2 -0.6 -0.4
H 0.1 -0.1 0.0
C -0.3 -0.1 -0.2

***

# 2
Entry from the Open Molecules 2025 dataset: a molecular structure, C23H26AuF6N5O4Sb (ωB97M-V/def2-TZVPD).

Total charge: +2
Multiplicity: 4
Gap between HOMO and LUMO (spin up / spin down): 7.6 / 3.3 eV
LUMO (spin up / spin down): -0.228 / -0.372 Eh

CARTESIAN COORDINATES (ANGSTROEM)
1 F 5.346699 11.186004 9.499903
2 C 14.089723 11.172241 13.378600
3 O 8.009151 7.045002 9.196758
4 C 7.409416 5.886267 8.501227
5 C 11.689917 13.717550 9.678976
6 H 9.311005 13.625882 16.985822
7 H 14.084054 10.369620 14.167679
8 F 6.964436 13.506962 8.706285
9 H 14.301825 13.157925 11.806033
10 C 12.934102 13.862885 10.261487
11 Sb 6.499538 12.586424 10.292978
12 C 10.830059 12.691044 10.089836
13 H 5.333382 7.303157 10.109914
14 H 4.704684 8.604568 11.833136
15 H 6.404404 9.536758 13.508992
16 F 7.722100 13.776068 11.092596
17 C 7.531216 7.698676 10.274632
18 F 6.280835 11.887329 12.110712
19 H 15.001012 11.063280 12.755326
20 C 13.356433 12.947546 11.275809
21 H 10.757144 5.626270 5.971022
22 H 13.477768 7.623239 8.756287
23 O 12.862819 11.017443 12.621153
24 C 10.972440 6.464888 6.618963
25 C 6.158351 7.770129 10.652040
26 C 10.580867 9.563646 10.406484
27 C 12.079635 6.416364 7.458675
28 H 12.638992 5.443520 7.494346
29 C 12.542343 11.934880 11.700249
30 C 10.195946 7.677288 6.463001
31 C 11.566641 8.570710 8.343837
32 N 11.638199 9.427326 9.446199
33 N 9.831641 8.434759 10.631167
34 N 8.138610 12.585455 15.225164
35 H 7.814699 9.162136 7.452425
36 C 6.688486 9.142630 12.538478
37 H 6.817667 5.233004 9.245202
38 H 10.776293 12.679127 16.956671
39 H 13.525613 14.731984 9.895884
40 H 7.719250 12.110974 14.441861
41 C 8.063681 9.021573 12.260437
42 C 10.482633 8.662784 7.411664
43 H 11.360602 14.512225 8.991930
44 C 8.498335 9.985132 7.046724
45 C 8.513139 8.420628 11.096829
46 H 6.663010 6.197583 7.629403
47 H 9.807852 12.606161 9.748463
48 C 5.756802 8.575624 11.712932
49 H 13.943795 12.230107 13.790397
50 F 7.921240 11.264878 10.010507
51 H 9.428488 7.672206 5.711622
52 H 8.089274 10.945422 7.308616
53 F 4.857454 13.640325 10.389545
54 C 9.434487 12.365299 15.486595
55 H 12.205429 10.251120 9.372293
56 C 11.247508 11.767552 11.025633
57 Au 9.124270 10.210710 13.436955
58 N 9.836230 12.914133 16.624035
59 H 7.519407 13.217796 15.783563
60 H 10.178700 7.621298 10.205315
61 C 12.475319 7.541768 8.282098
62 H 8.533588 9.739304 5.946138
63 O 10.187186 11.582950 14.753072
64 N 10.565244 10.568440 11.260816
65 H 8.216620 5.174525 8.225699
66 O 9.784538 9.833732 7.568282

Cartesian forces, eV/Å:
F 1.3 1.0 0.7
C -0.7 1.1 0.7
O 0.0 0.0 0.5
C -2.6 -0.9 0.5
C -1.2 0.2 0.0
H -1.1 2.0 1.4
H -0.1 1.1 -0.8
F -0.1 -0.8 -0.1
H -0.5 -0.3 -0.5
C 0.6 -0.4 0.6
Sb -2.4 -0.1 -0.1
C 0.0 1.1 -0.6
H 0.7 -0.2 -0.2
H -0.8 0.4 0.6
H -0.2 0.1 -0.3
F 0.1 -0.1 0.2
C 0.3 -0.5 -0.2
F 0.0 0.0 -0.9
H -0.6 0.2 0.2
C 1.1 2.1 -0.3
H 0.0 0.0 0.1
H -1.2 -0.5 0.2
O -0.1 -0.5 -0.4
C -1.7 2.6 -1.0
C -0.7 0.7 0.3
C 1.3 0.8 1.8
C 1.6 0.0 1.0
H -0.4 1.2 0.1
C -0.9 -0.8 -0.3
C 1.7 -3.3 0.8
C 0.6 -0.7 0.9
N -1.6 0.9 1.1
N 0.0 1.5 -0.2
N -1.1 0.6 -0.1
H 0.9 1.1 -0.1
C 0.6 -0.2 1.1
H 0.6 1.4 -0.9
H -0.7 0.6 -0.1
H -0.1 -0.9 0.7
H -0.1 0.4 -0.2
C 1.3 0.7 -0.9
C -2.2 2.9 0.1
H 0.0 -0.7 0.2
C -2.0 -2.4 -1.8
C -1.5 -0.4 0.3
H 2.0 -0.5 1.8
H 0.0 0.0 -0.3
C -0.3 -1.8 -2.5
H 1.0 -1.6 0.0
F -0.3 0.5 0.0
H -0.2 0.5 0.0
H 0.2 0.4 -0.1
F 1.8 -1.0 0.3
C -0.1 -1.6 -0.9
H 0.4 0.4 0.1
C 1.1 -1.6 1.0
Au 1.4 0.6 0.0
N 3.3 -2.2 -0.9
H 1.1 -1.0 -0.8
H 0.2 -1.2 -0.7
C 0.1 -1.1 -1.6
H -0.2 0.9 0.9
O -1.9 1.2 1.2
N 0.3 -0.4 -1.8
H -0.2 1.2 -0.3
O 2.3 -2.4 0.8

***

# 3
Entry from the Open Molecules 2025 dataset: a molecular structure, C23H26Br2N4NdO9 (ωB97M-V/def2-TZVPD).

Total charge: -1
Multiplicity: 4
Gap between HOMO and LUMO (spin up / spin down): 5.2 / 5.2 eV
LUMO (spin up / spin down): 0.075 / 0.075 Eh

CARTESIAN COORDINATES (ANGSTROEM)
1 O -0.827498 -1.318604 -1.804182
2 C -1.523690 -1.606665 -2.846117
3 C 1.115428 -5.143999 -0.253403
4 H 1.063058 -0.204201 -5.612745
5 C -2.050375 1.471926 0.969082
6 Nd 0.531347 0.218928 -0.851439
7 O 2.503001 -3.368939 -1.859289
8 C -0.878058 2.462794 -2.922301
9 C -3.814659 -0.216173 3.829578
10 H 1.433949 1.203561 -4.584374
11 H -1.961361 -0.888064 -4.800486
12 H -4.599449 2.537935 1.157852
13 O -0.817655 1.798305 -1.644740
14 H -1.619735 2.178676 -0.810323
15 Br -3.430701 -1.651276 5.066977
16 C 1.037743 0.177226 -4.553813
17 C 3.851406 3.301027 2.442564
18 C 0.720106 -3.760641 2.446727
19 H 0.056532 -5.470045 -0.208786
20 H 2.801243 3.115177 4.947072
21 Br 3.184283 3.387384 -1.590761
22 C -1.070605 -1.054034 -4.187776
23 N 0.591779 -1.676586 1.135293
24 C 0.816373 -2.987332 1.147135
25 H 4.851142 4.070123 0.659810
26 O -2.436447 2.288727 0.049046
27 C 1.205440 -3.646288 -0.085236
28 C -5.121452 0.211670 3.643952
29 H -1.797240 3.090009 -2.908530
30 O 0.136424 -1.192849 2.206886
31 O -0.917437 0.840054 0.985141
32 C -2.790161 0.270679 3.002244
33 C -5.384630 1.140738 2.631110
34 H -1.827185 -0.095573 3.230400
35 N -0.283201 0.223975 -4.010177
36 H 1.150580 1.290675 2.223383
37 O 2.124572 -0.150140 -2.425351
38 H 1.525022 -5.353619 -1.281082
39 C -1.005548 1.495907 -4.112284
40 H 4.553434 3.765213 3.147443
41 H -6.377859 1.427590 2.326474
42 O 2.423251 -1.687643 -4.068350
43 O -2.552547 -2.282616 -2.829038
44 C -4.369164 1.717082 1.861652
45 C -3.069177 1.171652 1.992802
46 H -0.212893 -4.341874 2.470242
47 H 0.009848 3.105530 -3.041550
48 H 1.753706 -5.718816 0.423507
49 H 1.717233 1.784751 4.558788
50 H 1.538933 -4.487572 2.473605
51 C 4.037790 3.463685 1.091700
52 C 1.926514 -0.616253 -3.624945
53 H -5.912383 -0.290111 4.209748
54 H 2.596452 -2.640980 -2.577390
55 H -2.058377 1.279603 -4.198212
56 H -0.651209 1.994637 -5.015063
57 C 2.778248 2.515434 2.877861
58 H 0.684126 -3.091548 3.312648
59 C 2.684668 2.216149 4.346891
60 C 1.996434 1.900760 1.931010
61 N 1.577469 -2.833110 -1.035154
62 H -0.342523 -1.814293 -4.548347
63 C 3.113338 2.877351 0.227000
64 H 3.482892 1.511873 4.688644
65 N 2.129457 2.083040 0.576951

Cartesian forces, eV/Å:
O 0.1 0.3 -0.3
C -1.3 -0.3 1.0
C 1.0 0.0 -1.4
H 0.1 0.0 0.9
C 2.1 -0.9 -0.7
Nd 0.2 -2.8 0.6
O 0.4 0.6 -3.0
C -0.2 -0.1 0.9
C 0.0 0.3 -0.5
H 0.0 -0.1 0.1
H 0.3 -0.3 -0.2
H 0.3 -0.9 0.3
O -0.3 1.3 -1.3
H 0.0 -0.2 -0.4
Br -0.1 0.7 -0.4
C 0.1 0.8 -0.9
C 0.2 0.0 -0.2
C -0.5 -0.2 -0.7
H 0.6 0.2 0.2
H 0.0 0.2 0.0
Br 0.1 -0.2 -0.3
C 1.6 1.2 0.8
N 0.5 -1.7 -1.2
C -0.7 0.9 0.4
H -0.6 -0.4 0.4
O 0.8 -0.4 0.5
C 0.0 1.1 -0.8
C -0.1 -0.7 -0.3
H 0.6 0.0 -0.2
O -0.3 1.3 2.1
O -3.1 2.4 -0.2
C -1.1 -0.5 1.1
C 0.5 0.6 -0.3
H 1.2 -0.4 -0.6
N -1.2 -0.4 0.5
H 0.0 -0.4 0.0
O 0.0 0.0 -1.6
H -0.6 0.0 0.9
C 0.4 -0.9 0.2
H -0.4 -0.2 -0.2
H -0.4 0.0 0.6
O -0.7 1.6 1.0
O 0.4 0.1 -0.3
C 0.2 -0.8 0.3
C -0.8 0.7 0.3
H 0.0 0.0 0.1
H -0.2 -0.1 0.1
H -0.3 0.0 0.2
H -0.2 -0.2 0.3
H 0.0 0.1 0.3
C 0.4 0.6 -0.6
C 1.6 -1.7 -0.1
H 0.1 0.4 -0.3
H 0.0 -1.5 0.9
H -0.4 -0.2 -0.3
H -0.3 0.4 -0.2
C 1.3 -0.1 0.5
H 0.3 -0.1 -0.3
C 0.1 -0.4 0.2
C -0.7 0.1 -0.9
N 0.0 0.1 2.4
H -0.7 0.4 -0.3
C 0.0 0.2 -0.2
H -0.6 0.4 -0.4
N 0.2 0.1 1.4